a.
14
Properties=species:S:1:pos:R:3:nbo_charge:R:1 method="wB97M-V/def2-TZVPD" lumo_energy_ev=1.09 spin_multiplicity=1 smiles="C=C(C)NC" e_homo_ev=-8.04 charge=0
C -0.47916 1.44428 -0.33926 -0.495
C -0.59400 0.17026 -0.07456 0.203
C -1.79364 -0.69296 0.12156 -0.656
N 0.69920 -0.57840 -0.32022 -0.651
C 1.98308 -0.09658 0.12728 -0.405
H 0.36130 2.10809 -0.30230 0.219
H -1.53835 1.83543 -0.23326 0.190
H -2.69472 -0.08685 0.17234 0.226
H -1.69547 -1.25597 1.05049 0.223
H -1.88992 -1.39920 -0.70228 0.225
H 0.61165 -1.58143 -0.21290 0.359
H 2.19574 0.87355 -0.32684 0.188
H 2.04791 0.02984 1.21810 0.169
H 2.78640 -0.77006 -0.17816 0.204


b.
14
Properties=species:S:1:pos:R:3:nbo_charge:R:1 method="wB97M-V/def2-TZVPD" lumo_energy_ev=-0.88 spin_multiplicity=1 e_homo_ev=-6.87 charge=0
N 0.49904 -0.28390 -0.19842 -0.614
C -0.01810 0.79786 0.64393 -0.268
C -1.44422 0.39292 0.85580 -0.209
C -1.82244 -0.37159 -0.31258 -0.231
C -0.53399 -0.52425 -1.07752 -0.304
H 4.90250 -1.00101 0.61933 0.004
H 0.53649 0.84569 1.57786 0.206
H 0.01503 1.80394 0.15637 0.139
H 5.21464 -0.66591 0.03990 -0.004
H -2.21641 1.10068 1.10851 0.252
H -1.40160 -0.87409 0.78909 0.336
H -2.75157 -0.04266 -0.78623 0.239
H -0.41345 -1.47639 -1.59421 0.224
H -0.56590 0.29870 -1.82184 0.230


c.
14
Properties=species:S:1:pos:R:3:nbo_charge:R:1 method="wB97M-V/def2-TZVPD" lumo_energy_ev=1.05 spin_multiplicity=1 smiles="C=C(C)CN" e_homo_ev=-9.10 charge=0
C -0.30084 1.67080 0.11746 -0.428
C -0.48018 0.40128 0.13950 0.014
C -1.74402 -0.62538 -0.11517 -0.642
C 0.73204 -0.51566 0.25810 -0.248
N 2.08042 0.00257 -0.12478 -0.854
H 0.70481 2.06087 0.01101 0.224
H -1.21461 2.33120 -0.03750 0.195
H -1.83979 -1.16142 0.84046 0.219
H -2.64858 0.00528 -0.42087 0.221
H -1.47647 -1.35374 -0.89032 0.215
H 0.84088 -0.90666 1.35175 0.200
H 0.24219 -1.45414 -0.32555 0.155
H 2.76223 -0.70522 0.21720 0.362
H 2.34191 0.25022 -1.02130 0.366


Which is most stable, and by how much? a, by 0.684 eV.


a.
14
Properties=species:S:1:pos:R:3:nbo_charge:R:1 method="wB97M-V/def2-TZVPD" lumo_energy_ev=1.15 spin_multiplicity=1 smiles=C[C@H]1N[C@@H]1C e_homo_ev=-9.45 charge=0
C 1.07520 -0.59608 -1.41932 -0.623
C -0.11100 -0.04902 -0.73335 -0.093
N -1.11604 -0.95119 -0.09137 -0.576
C -0.20009 -0.09496 0.71785 -0.091
C -0.71896 1.13866 1.46020 -0.618
H 0.74294 -0.90572 -2.40781 0.217
H 1.54355 -1.44461 -0.83212 0.204
H 1.81552 0.25698 -1.47689 0.221
H -0.58642 0.83579 -1.18109 0.195
H -0.58691 -1.87161 -0.12516 0.333
H 0.61138 -0.67749 1.12030 0.184
H 0.14242 1.86048 1.65601 0.214
H -1.11971 0.88437 2.48742 0.215
H -1.49189 1.61439 0.82532 0.219


b.
14
Properties=species:S:1:pos:R:3:nbo_charge:R:1 method="wB97M-V/def2-TZVPD" lumo_energy_ev=1.10 spin_multiplicity=1 smiles="C=NC.C=C" e_homo_ev=-9.78 charge=0
C 2.12689 -1.45089 1.49291 -0.059
N 2.50860 -0.37021 0.98226 -0.380
C 1.95105 -0.00982 -0.30763 -0.443
H 2.55826 -1.81890 2.42331 0.169
H 1.34991 -2.10814 1.07679 0.132
H 1.67422 1.04030 -0.34480 0.208
H 1.05682 -0.59764 -0.56410 0.164
H 2.70150 -0.26586 -1.05542 0.209
C -2.31355 0.38165 -0.54199 -0.385
C -3.04825 1.46591 -0.70685 -0.382
H -2.45574 -0.35089 0.24315 0.192
H -1.40607 0.23683 -1.11781 0.186
H -3.94711 1.64772 -0.13332 0.195
H -2.75653 2.19993 -1.44649 0.194


Which is most stable, and by how much? a, by 0.665 eV.


a.
14
Properties=species:S:1:pos:R:3:nbo_charge:R:1 method="wB97M-V/def2-TZVPD" lumo_energy_ev=1.13 spin_multiplicity=1 smiles="C=CN.C=C" e_homo_ev=-7.83 charge=0
C 1.66230 -1.04591 -1.07848 -0.564
C 1.73793 0.28260 -1.27548 0.033
N 0.79277 1.19828 -0.81341 -0.817
H 0.70112 -1.55140 -1.02651 0.195
H 2.56975 -1.55985 -0.71608 0.210
H 2.61746 0.73034 -1.80813 0.185
H -0.07921 0.99923 -0.33873 0.390
H 0.60506 2.05631 -1.33133 0.367
C -2.07909 -0.50006 0.94843 -0.381
C -1.37228 0.17199 1.87354 -0.405
H -2.42025 -0.05830 0.02655 0.183
H -2.25281 -1.58794 0.93242 0.197
H -1.27718 1.22650 1.74684 0.197
H -1.20557 -0.36178 2.86038 0.212


b.
14
Properties=species:S:1:pos:R:3:nbo_charge:R:1 method="wB97M-V/def2-TZVPD" lumo_energy_ev=1.21 spin_multiplicity=1 smiles="C=NCCC" e_homo_ev=-9.79 charge=0
C -2.66586 0.02704 -0.25922 -0.073
N -1.56611 0.46967 -0.76142 -0.397
C -0.34019 -0.21307 -0.37980 -0.230
C 0.80597 0.65666 0.14368 -0.424
C 2.03129 -0.20059 0.43278 -0.615
H -2.70354 -0.81526 0.44508 0.148
H -3.67632 0.50887 -0.59719 0.181
H -0.57623 -1.11358 0.38993 0.155
H -0.02480 -0.70990 -1.42272 0.203
H 1.07508 1.43617 -0.57918 0.213
H 0.45844 1.23530 1.03880 0.206
H 2.93265 0.13241 -0.04922 0.213
H 2.31157 -0.20609 1.51914 0.211
H 1.93805 -1.20763 0.07934 0.208


Which is most stable, and by how much? b, by 1.229 eV.